{"formula": "C38H42AsGeN2O4S2Sc", "method": "ωB97M-V/def2-TZVPD", "elements": ["Sc", "O", "C", "O", "C", "C", "C", "C", "C", "N", "C", "O", "O", "H", "H", "H", "H", "S", "C", "C", "C", "C", "C", "C", "As", "C", "C", "C", "C", "C", "C", "C", "C", "C", "C", "C", "C", "H", "H", "H", "H", "H", "H", "H", "H", "H", "H", "H", "H", "H", "H", "S", "C", "N", "C", "C", "C", "C", "H", "H", "H", "H", "H", "C", "C", "C", "C", "Ge", "C", "C", "C", "C", "H", "H", "H", "H", "H", "H", "H", "H", "H", "H", "H", "H", "H", "H", "H", "H", "H", "H", "H"], "coordinates": [[-1.624, 0.293, 0.771], [1.770, -0.622, 3.320], [0.624, -0.392, 2.703], [0.322, -0.703, 1.519], [-0.301, 0.388, 3.514], [-0.109, 0.809, 4.828], [-1.091, 1.627, 5.398], [-2.201, 2.049, 4.667], [-2.345, 1.626, 3.321], [-1.448, 0.720, 2.832], [-3.384, 1.995, 2.328], [-4.437, 2.564, 2.664], [-3.111, 1.597, 1.098], [2.375, -1.223, 2.818], [0.777, 0.542, 5.385], [-0.955, 1.947, 6.434], [-2.898, 2.726, 5.134], [-0.796, -0.102, -1.962], [0.241, 1.126, -2.790], [0.510, 0.939, -4.138], [1.253, 1.896, -4.819], [1.750, 3.024, -4.168], [1.462, 3.219, -2.826], [0.697, 2.273, -2.141], [0.292, 2.519, -0.236], [2.111, 2.524, 0.520], [3.168, 1.894, -0.110], [4.355, 1.663, 0.580], [4.502, 2.042, 1.897], [3.441, 2.692, 2.535], [2.270, 2.951, 1.853], [-0.027, 4.461, -0.062], [1.017, 5.388, 0.013], [0.741, 6.757, -0.011], [-0.577, 7.199, -0.067], [-1.624, 6.244, -0.015], [-1.356, 4.892, 0.006], [0.116, 0.068, -4.653], [1.409, 1.760, -5.903], [2.376, 3.753, -4.669], [1.828, 4.090, -2.275], [3.110, 1.650, -1.155], [5.189, 1.203, 0.044], [5.454, 1.915, 2.401], [3.561, 3.053, 3.541], [1.451, 3.546, 2.322], [2.069, 5.060, 0.030], [1.575, 7.454, 0.005], [-0.806, 8.256, -0.164], [-2.633, 6.582, -0.009], [-2.138, 4.128, 0.010], [-2.867, -1.919, 0.306], [-4.534, -1.648, 0.520], [-5.348, -1.946, -0.549], [-6.699, -2.034, -0.423], [-7.344, -1.692, 0.745], [-6.525, -1.348, 1.872], [-5.155, -1.299, 1.726], [-4.886, -2.153, -1.441], [-7.275, -2.314, -1.297], [-8.435, -1.702, 0.803], [-6.932, -1.048, 2.835], [-4.524, -1.027, 2.578], [4.503, -4.927, -1.393], [3.599, -3.673, -1.327], [3.087, -3.206, -2.727], [2.239, -1.929, -2.662], [0.532, -2.012, -1.744], [-0.502, -3.556, -2.402], [-0.012, -4.898, -1.865], [-0.696, -5.345, -0.540], [-0.113, -4.791, 0.756], [4.786, -5.306, -0.386], [5.433, -4.765, -1.976], [3.972, -5.767, -1.891], [4.202, -2.846, -0.858], [2.762, -3.836, -0.641], [2.571, -4.051, -3.203], [3.989, -2.988, -3.323], [2.026, -1.477, -3.654], [2.804, -1.179, -2.097], [0.806, -2.316, -0.287], [-0.441, -3.521, -3.500], [-1.541, -3.387, -2.145], [1.069, -4.909, -1.735], [-0.252, -5.662, -2.635], [-0.610, -6.444, -0.477], [-1.771, -5.129, -0.578], [1.000, -4.835, 0.717], [-0.453, -5.414, 1.590], [-0.418, -3.760, 0.987]], "mulliken_charge": [0.336, -0.418, 0.277, 0.224, 0.026, -0.517, -0.450, -0.773, 0.400, 0.344, 0.383, -0.637, -0.485, 0.443, 0.600, 0.466, 0.603, -0.176, 0.524, -0.660, -0.686, -0.831, -0.076, -0.599, 1.544, 0.433, -0.511, -0.629, -0.703, -0.714, -0.429, 0.569, -0.194, -0.693, -0.566, -0.607, -0.791, 0.582, 0.382, 0.447, 0.434, 0.296, 0.448, 0.452, 0.482, 0.465, 0.316, 0.415, 0.411, 0.461, 0.311, -0.288, 0.455, -0.029, -0.297, -0.572, -0.417, -0.180, 0.259, 0.424, 0.401, 0.437, 0.323, -1.455, 0.281, -0.975, -0.303, 0.529, -0.780, -0.376, -0.638, -0.551, 0.375, 0.361, 0.306, 0.357, -0.093, 0.297, 0.475, 0.501, 0.233, -0.342, 0.536, 0.418, -0.099, 0.388, 0.376, 0.297, 0.176, 0.457, -0.198], "orbital_gap_ev": 6.514, "total_energy_ev": -210974.779, "lumo_ha": -0.2518, "de_lowest_kj_mol": 0.0, "spin_multiplicity": 1, "total_charge": 2}